Below is a single C6H5FN4 molecule in a non-equilibrium geometry, with properties calculated with ωB97M-V/def2-TZVPD.

Cartesian coordinates (Å):
N -0.5322 -2.7035 0.5846
C -0.1025 -1.6680 0.1612
C 0.6118 -0.6525 -0.1919
C 1.9699 -0.5507 -0.7366
C 2.3322 0.7090 -0.6131
N 1.3106 1.4666 -0.0857
C 0.2544 0.7079 0.1866
N -0.7910 1.0886 0.8618
C -2.0412 0.8111 0.5990
N -2.4825 0.6283 -0.6071
F -3.9149 0.4864 -0.5332
H -1.1650 -3.4445 0.7762
H 2.5835 -1.4485 -1.1691
H 3.2591 1.1874 -0.6931
H 1.4564 2.5087 -0.0899
H -2.7488 0.8738 1.5505

The strongest force on any atom comes out at 5.439 eV/Å. The calculation puts the frontier orbital gap at 8.25 eV. The relative energy (zero: lowest compared OMol25 entry of this formula, charge and spin) comes out at 44.1 kJ/mol. Its structure (SMILES) is N=C=C1C=CN/C1=N/C=N/F.

natural (NBO) population analysis, charges in e, atoms 1 to 8:
1. N -0.592
2. C 0.638
3. C -0.423
4. C -0.220
5. C -0.055
6. N -0.537
7. C 0.516
8. N -0.596

Below is a single C6H5I molecule in a non-equilibrium geometry, with properties calculated with ωB97M-V/def2-TZVPD.

Cartesian coordinates (Å):
C -1.8496 0.2579 -0.7120
C -1.3687 0.3490 0.5184
C -0.6159 -0.0012 1.4510
C 0.5383 -0.6026 1.5367
C 1.2683 -0.6142 0.3068
C 0.9329 0.0930 -0.7525
I 0.6832 2.2337 -0.5697
H -2.8785 0.1726 -1.0966
H -1.2637 0.5109 -1.5407
H 0.9609 -0.8776 2.3935
H 1.9792 -1.4173 0.0255
H 1.6136 -0.1042 -1.5604

The strongest force on any atom comes out at 4.119 eV/Å. The calculation puts the frontier orbital gap at 8.38 eV. The relative energy (zero: lowest compared OMol25 entry of this formula, charge and spin) comes out at 227.2 kJ/mol. Its structure (SMILES) is C=C=C=C/C=C\I.

natural (NBO) population analysis, charges in e, atoms 1 to 8:
1. C -0.403
2. C 0.056
3. C -0.026
4. C -0.247
5. C -0.241
6. C -0.356
7. I 0.121
8. H 0.226

Below is a molecular structure, C6H5IN3 in a non-equilibrium geometry, with properties calculated with ωB97M-V/def2-TZVPD.

Cartesian coordinates (Å):
C 0.8259 0.8349 1.5027
C -0.4423 1.3045 1.4339
C 1.6210 0.1179 0.4923
C -0.4507 -1.5619 -1.8197
C -1.4436 0.9930 0.4822
C -1.4655 0.1606 -0.5441
N -1.3666 -0.7218 -1.4558
N 0.8468 -1.4172 -1.3428
N 1.1108 -0.5766 -0.4205
I -3.4323 1.7292 0.8347
H 1.2914 1.2144 2.4654
H -0.7459 1.8786 2.2115
H 2.7080 0.0124 0.5203
H -0.7574 -2.2533 -2.4803
H 1.7004 -1.7146 -1.8798

The strongest force on any atom comes out at 3.834 eV/Å. The calculation puts the frontier orbital gap at 7.93 eV. The relative energy (zero: lowest compared OMol25 entry of this formula, charge and spin) comes out at 355.3 kJ/mol. The net charge is +1.

natural (NBO) population analysis, charges in e, atoms 1 to 8:
1. C -0.158
2. C -0.210
3. C 0.077
4. C 0.294
5. C -0.257
6. C 0.520
7. N -0.385
8. N -0.290

Below is 2 unconnected molecules or ions with the total composition C6H5N3O in a non-equilibrium geometry, with properties calculated with ωB97M-V/def2-TZVPD.

Cartesian coordinates (Å):
C -0.1836 -0.4228 1.0780
C -1.4782 -0.5874 0.9481
C -2.0764 -0.2197 -0.3264
C -1.2228 0.0689 -1.3800
C 0.0689 0.4575 -1.2517
C 0.6823 0.0839 -0.0046
H 3.3665 1.5545 0.7049
H -2.3744 -0.7383 1.6648
H -3.0878 -0.3211 -0.6771
H -1.5099 0.1929 -2.3870
H 0.6811 0.2400 -2.3614
N 1.8638 -0.0030 0.4161
N 1.7508 -0.4469 1.7171
N 0.5853 -0.6357 2.1283
O 2.9345 0.7772 -0.2692

The strongest force on any atom comes out at 8.902 eV/Å. The calculation puts the frontier orbital gap at 8.02 eV. The relative energy (zero: lowest compared OMol25 entry of this formula, charge and spin) comes out at 680.5 kJ/mol.

natural (NBO) population analysis, charges in e, atoms 1 to 8:
1. C 0.002
2. C -0.172
3. C -0.251
4. C -0.199
5. C -0.247
6. C 0.123
7. H 0.499
8. H 0.249

Below is a single C6H5NO molecule in a non-equilibrium geometry, with properties calculated with ωB97M-V/def2-TZVPD.

Cartesian coordinates (Å):
N 2.9891 -0.2293 0.1302
C 1.8897 -0.4341 -0.1308
C 0.4511 -0.4105 0.0198
C -0.4955 -1.4758 -0.1000
C -1.8942 -0.9995 -0.1523
C -1.8880 0.2685 0.2836
C -0.4134 0.8178 0.4521
O -0.0381 1.8241 -0.4749
H -0.2909 -2.5230 -0.2570
H -2.7276 -1.6082 -0.4910
H -2.7353 0.9442 0.2416
H -0.0790 1.0484 1.4986
H -0.6842 2.5520 -0.3383

The strongest force on any atom comes out at 4.822 eV/Å. The calculation puts the frontier orbital gap at 8.67 eV. The relative energy (zero: lowest compared OMol25 entry of this formula, charge and spin) comes out at 118.3 kJ/mol. Its structure (SMILES) is N#CC1=CC=C[C@@H]1O.

natural (NBO) population analysis, charges in e, atoms 1 to 8:
1. N -0.280
2. C 0.254
3. C -0.129
4. C -0.137
5. C -0.227
6. C -0.181
7. C 0.051
8. O -0.687

Below is a single C6H5NO molecule in a non-equilibrium geometry, with properties calculated with ωB97M-V/def2-TZVPD.

Cartesian coordinates (Å):
C -1.3665 2.1338 0.0444
C -0.3799 1.4885 -0.5706
C -0.0204 0.1139 -0.1900
C 1.1861 -0.4932 -0.2800
C 1.2226 -1.7285 0.2466
O 1.8194 -2.8767 0.0461
C -0.0925 -1.9413 0.6943
N -0.8980 -0.8459 0.5239
H -1.2150 3.2663 -0.2095
H -2.3374 1.6200 0.3164
H 0.5468 1.9039 -1.1950
H 2.1609 0.1140 -0.7233
H -0.6262 -2.7549 1.2968

The strongest force on any atom comes out at 9.803 eV/Å. The calculation puts the frontier orbital gap at 7.41 eV. The relative energy (zero: lowest compared OMol25 entry of this formula, charge and spin) comes out at 356.8 kJ/mol. Its structure (SMILES) is C=CC1=CC(=O)C=N1.

natural (NBO) population analysis, charges in e, atoms 1 to 8:
1. C -0.330
2. C -0.248
3. C 0.230
4. C -0.380
5. C 0.380
6. O -0.447
7. C 0.061
8. N -0.427

Asked for LUMO energy across the records above, the calculation gives 0.50; -0.44; -5.20; -0.66; -0.37; -2.01 eV in order.